# C16H34Al2BBr3ClF4N5O11P2

A molecular structure, C16H34Al2BBr3ClF4N5O11P2 at a distorted geometry (wB97M-V/def2-TZVPD, the Open Molecules 2025 dataset).

Structure (XYZ):
```
79
Properties=species:S:1:pos:R:3:lowdin_charge:R:1
C 0.709 3.402 4.067 -0.089
C 1.819 3.323 3.010 -0.262
C 1.446 4.198 1.808 -0.197
C 2.341 3.929 0.602 -0.194
C 1.919 2.692 -0.187 -0.300
C 0.507 2.728 -0.769 -0.131
N 0.149 1.376 -1.263 -0.105
N 0.257 1.239 -2.565 0.223
C -0.018 0.058 -3.045 -0.304
O 0.090 -0.100 -4.369 -0.104
C -0.425 -1.064 -2.270 -0.088
C -0.689 -2.340 -2.957 -0.100
C -0.551 -0.853 -0.894 -0.119
C -0.967 -1.980 0.007 -0.134
C 0.154 -3.072 0.068 -0.166
C 1.098 -2.857 1.278 -0.197
C 1.527 -4.125 2.025 -0.190
C 0.368 -5.084 2.369 -0.275
N 0.454 -6.285 1.528 0.003
C -0.247 0.438 -0.400 -0.317
P -0.364 0.924 1.371 1.025
P -2.287 1.943 1.425 0.269
O -2.070 3.395 1.352 -0.296
O -2.998 1.537 2.778 -0.129
O -3.246 1.437 0.247 -0.141
H 0.076 2.508 4.070 0.052
H 1.108 3.493 5.074 0.082
H 0.069 4.267 3.902 0.076
H 1.936 2.273 2.723 0.064
H 2.739 3.706 3.451 0.113
H 0.389 4.034 1.589 0.080
H 1.536 5.235 2.129 0.135
H 2.466 4.785 -0.066 0.124
H 3.347 3.727 0.999 0.107
H 2.080 1.806 0.439 0.077
H 2.600 2.567 -1.068 -0.125
H 0.546 3.402 -1.625 0.109
H -0.250 3.124 -0.095 0.081
H -0.789 -0.478 -4.662 -0.037
H -1.454 -2.202 -3.727 0.069
H 0.249 -2.676 -3.522 -0.127
H -0.966 -3.142 -2.286 0.084
H -1.854 -2.447 -0.418 0.129
H -1.171 -1.658 1.019 0.069
H 0.765 -3.044 -0.833 0.094
H -0.347 -4.040 0.068 0.104
H 0.651 -2.118 1.946 0.079
H 2.004 -2.389 0.878 0.104
H 1.978 -3.832 2.974 0.106
H 2.311 -4.633 1.463 0.112
H -0.562 -4.548 2.146 0.098
H 0.414 -5.368 3.417 0.103
H -0.463 -6.640 1.290 0.066
H 0.893 -6.086 0.640 0.039
H -0.504 -0.234 2.149 -0.051
H -3.561 2.284 3.042 0.111
H -3.202 2.034 -0.512 0.074
Br 1.763 -3.836 -4.012 0.111
Al 4.398 1.861 -1.393 1.112
O 0.112 -7.446 -1.744 -0.239
H 0.695 -8.272 -1.903 -0.258
H 0.366 -6.873 -2.485 -0.240
N -1.016 4.769 -3.797 -0.508
O -1.988 4.246 -2.951 -0.495
O 0.093 4.812 -3.330 0.096
O -1.343 5.146 -4.879 0.084
Br 1.913 -9.585 -1.333 0.068
N -4.071 -3.242 -5.052 -0.608
O -4.144 -2.012 -5.178 0.096
O -2.960 -3.745 -4.849 0.076
O -5.068 -3.940 -5.127 0.126
Cl -0.575 -1.208 -6.463 0.119
Al 1.051 -6.334 -4.216 0.695
Br -3.289 3.315 -3.913 0.858
B 0.411 6.765 6.167 -1.248
F -0.382 7.839 6.586 0.087
F 1.688 6.850 6.749 0.075
F -0.202 5.550 6.560 0.060
F 0.540 6.778 4.749 0.047
```

Its total energy is -11505.17180 Eh. As for the largest force on an atom: 0.045 hartree/bohr.



# C4H7N3

C4H7N3 in the gas phase at a distorted geometry (wB97M-V/def2-TZVPD, the Open Molecules 2025 dataset).

Structure (XYZ):
```
14
Properties=species:S:1:pos:R:3:nbo_charge:R:1
C -1.574 -1.477 -0.438 -0.429
N 0.065 -0.173 0.608 -0.427
N -0.172 -1.388 -0.084 -0.442
C 1.323 0.282 0.848 0.095
C 1.518 1.595 0.538 -0.467
C 0.619 2.223 -0.339 0.251
N -0.192 2.627 -1.045 -0.361
H -0.631 0.551 0.413 0.380
H 0.398 -1.411 -0.930 0.342
H 2.093 -0.438 1.088 0.217
H 2.361 2.159 0.893 0.242
H -1.913 -0.631 -1.047 0.179
H -2.163 -1.514 0.477 0.203
H -1.731 -2.405 -0.981 0.216
```

Its total energy is -320.80249 Eh. As for the largest force on an atom: 0.034 hartree/bohr. The energy relative to the best compared isomer or geometry (same formula, charge and spin) is 2.199 eV.



# C57H48CoFGeNOP3

A molecular structure, C57H48CoFGeNOP3 (wB97M-V/def2-TZVPD, the Open Molecules 2025 dataset).

Structure (XYZ):
```
113
Properties=species:S:1:pos:R:3:lowdin_spin:R:1
Co 0.546 -0.477 -0.889 2.665
F -0.067 0.307 0.925 0.017
Ge -0.614 0.985 2.431 0.003
C -2.130 -0.170 2.734 0.001
C -2.851 0.051 3.919 0.000
C -3.916 -0.756 4.276 0.000
C -4.268 -1.814 3.447 0.001
C -3.567 -2.039 2.274 0.003
C -2.496 -1.228 1.869 0.011
P -1.674 -1.746 0.249 0.044
C -3.087 -1.876 -0.917 0.003
C -4.291 -1.189 -0.737 0.002
C -5.303 -1.268 -1.688 0.000
C -5.128 -2.015 -2.843 0.002
C -3.920 -2.666 -3.060 0.000
C -2.904 -2.588 -2.110 0.002
C -1.286 -3.483 0.712 0.001
C -1.893 -4.620 0.184 0.001
C -1.534 -5.887 0.643 0.000
C -0.577 -6.028 1.636 0.001
C 0.034 -4.898 2.168 0.000
C -0.310 -3.638 1.700 0.001
C -0.923 2.763 1.767 0.001
C -1.164 3.758 2.726 0.000
C -1.436 5.065 2.359 0.000
C -1.479 5.385 1.010 0.000
C -1.238 4.410 0.053 0.001
C -0.949 3.079 0.385 0.005
P -0.683 1.935 -1.103 0.020
C -2.386 1.821 -1.769 0.002
C -3.513 2.324 -1.120 0.001
C -4.772 2.211 -1.706 0.000
C -4.919 1.581 -2.931 0.001
C -3.809 1.030 -3.564 0.000
C -2.556 1.143 -2.982 0.002
C 0.146 3.095 -2.272 0.001
C 1.486 3.378 -2.009 0.001
C 2.210 4.236 -2.821 0.000
C 1.604 4.813 -3.935 0.001
C 0.274 4.534 -4.214 0.000
C -0.455 3.682 -3.382 0.001
C 1.020 0.589 3.384 0.001
C 1.048 0.890 4.755 0.000
C 2.178 0.664 5.526 0.000
C 3.312 0.147 4.918 0.000
C 3.300 -0.148 3.564 0.002
C 2.166 0.037 2.761 0.007
P 2.469 -0.372 0.945 0.025
C 3.299 -2.001 0.983 0.002
C 3.866 -2.424 -0.225 0.001
C 4.444 -3.680 -0.336 0.000
C 4.445 -4.544 0.754 0.002
C 3.864 -4.145 1.947 0.000
C 3.290 -2.882 2.062 0.002
C 3.818 0.854 0.661 0.001
C 5.120 0.558 0.270 0.001
C 6.044 1.584 0.068 0.000
C 5.679 2.909 0.259 0.001
C 4.384 3.213 0.667 0.000
C 3.466 2.192 0.864 0.001
H -2.572 0.868 4.581 0.000
H -4.461 -0.569 5.196 0.000
H -5.089 -2.470 3.716 0.000
H -3.857 -2.877 1.648 0.000
H -4.451 -0.597 0.155 0.000
H -6.236 -0.738 -1.521 0.000
H -5.926 -2.081 -3.578 0.000
H -3.765 -3.242 -3.966 0.000
H -1.967 -3.098 -2.299 0.000
H -2.667 -4.530 -0.567 0.000
H -2.018 -6.765 0.226 0.000
H -0.305 -7.016 1.995 0.000
H 0.778 -5.001 2.952 0.000
H 0.170 -2.757 2.125 0.000
H -1.131 3.511 3.785 0.000
H -1.614 5.822 3.115 0.000
H -1.697 6.399 0.696 0.000
H -1.275 4.696 -0.991 0.000
H -3.417 2.825 -0.164 0.000
H -5.639 2.621 -1.198 0.000
H -5.900 1.499 -3.388 0.000
H -3.923 0.511 -4.510 0.000
H -1.692 0.710 -3.481 0.000
H 1.977 2.907 -1.166 0.000
H 3.252 4.442 -2.594 0.000
H 2.167 5.481 -4.578 0.000
H -0.208 4.989 -5.072 0.000
H -1.499 3.495 -3.605 0.000
H 0.169 1.314 5.235 0.000
H 2.177 0.903 6.584 0.000
H 4.216 -0.021 5.495 0.000
H 4.209 -0.525 3.110 0.000
H 3.852 -1.761 -1.086 0.000
H 4.887 -3.989 -1.276 0.000
H 4.890 -5.529 0.668 0.000
H 3.857 -4.819 2.797 0.000
H 2.837 -2.590 3.003 0.000
H 5.436 -0.469 0.137 0.000
H 7.057 1.339 -0.233 0.000
H 6.403 3.702 0.105 0.000
H 4.092 4.244 0.837 0.000
H 2.462 2.439 1.207 0.000
N 2.218 0.375 -4.662 0.001
C 1.665 -0.128 -3.548 0.004
O 1.826 0.436 -2.455 0.041
C 0.821 -1.378 -3.636 0.016
C 0.786 -2.013 -2.246 0.071
H 2.731 1.240 -4.606 0.000
H 2.106 -0.076 -5.552 0.000
H 1.206 -2.018 -4.436 0.002
H -0.184 -1.064 -3.948 0.001
H 1.761 -2.459 -2.048 0.010
H 0.067 -2.831 -2.201 0.010
```

The expectation value of S² is 3.760. As for the net charge: +1. As for the multiplicity: 4. Its total energy is -6914.34529 Eh. As for the largest force on an atom: 0.010 hartree/bohr.



# C3H9N2O

2 unconnected molecules or ions with the total composition C3H9N2O at a distorted geometry (wB97M-V/def2-TZVPD, the Open Molecules 2025 dataset).

Structure (XYZ):
```
15
Properties=species:S:1:pos:R:3:nbo_charge:R:1
C 1.258 -0.658 0.149 -0.458
C 0.783 0.707 0.704 0.093
C 0.142 0.003 -0.478 0.434
N -0.052 0.407 -1.692 -0.674
N -1.855 -0.953 0.500 -1.019
O 1.564 1.856 0.344 -0.697
H 2.139 -0.977 -0.245 0.270
H 0.954 -1.484 0.839 0.266
H 0.336 0.611 1.642 0.221
H 0.000 -0.348 -2.483 0.432
H -0.313 1.351 -1.990 0.440
H -1.884 -0.389 1.311 0.385
H -1.785 -1.988 0.689 0.400
H -2.649 -0.844 -0.088 0.393
H 1.361 2.704 0.798 0.515
```

As for the net charge: +1. Its total energy is -304.11970 Eh. As for the largest force on an atom: 0.089 hartree/bohr. The energy relative to the best compared isomer or geometry (same formula, charge and spin) is 3.555 eV.



# C2H7AlO6P

A molecular structure, C2H7AlO6P at a distorted geometry (wB97M-V/def2-TZVPD, the Open Molecules 2025 dataset).

Structure (XYZ):
```
17
Properties=species:S:1:pos:R:3:nbo_charge:R:1
Al 0.673 1.138 -0.005 0.891
C 3.035 4.614 -3.314 -0.239
O 3.173 4.004 -2.048 -0.965
H 3.832 4.339 -4.006 0.101
H 2.034 4.389 -3.683 0.113
H 3.103 5.701 -3.289 0.096
P -3.723 -0.529 0.374 2.359
O -2.867 0.137 1.480 -0.701
O -3.371 -2.012 0.666 -0.845
O -3.024 0.029 -0.975 -0.958
O -5.138 -0.053 0.797 -0.853
C 0.618 -3.822 2.463 -0.234
O 0.129 -2.698 1.929 -0.728
H 0.458 -3.734 3.537 0.149
H 0.192 -4.800 2.240 0.158
H 1.663 -3.872 2.154 0.163
H -0.789 -2.832 1.681 0.492
```

As for the net charge: -1. Its total energy is -1115.43917 Eh. As for the largest force on an atom: 0.076 hartree/bohr.



# C3H4BN

C3H4BN in the gas phase at a distorted geometry (wB97M-V/def2-TZVPD, the Open Molecules 2025 dataset).

Structure (XYZ):
```
9
Properties=species:S:1:pos:R:3:nbo_charge:R:1
B -0.202 -0.061 -0.008 1.013
C 2.364 -0.092 -0.089 0.289
C -1.669 0.450 0.045 -1.073
C 1.082 -0.635 -0.005 -0.996
N 3.440 0.306 -0.160 -0.350
H -1.741 1.262 0.774 0.273
H 1.107 -1.725 -0.057 0.302
H -2.335 -0.332 0.400 0.280
H -2.045 0.828 -0.901 0.263
```

Its total energy is -196.26012 Eh. As for the largest force on an atom: 0.027 hartree/bohr. The energy relative to the best compared isomer or geometry (same formula, charge and spin) is 0.000 eV.